1.
{
  "formula": "C14H18ClCrN2O4",
  "method": "ωB97M-V with the def2-TZVPD basis set",
  "symbols": ["Cr", "O", "Cl", "O", "O", "O", "C", "C", "C", "C", "C", "C", "C", "C", "C", "C", "H", "H", "H", "H", "H", "H", "H", "H", "H", "H", "H", "H", "C", "N", "C", "C", "N", "C", "H", "H", "H", "H", "H", "H"],
  "xyz": [[-0.2971, 0.3986, 0.0374], [-2.9416, 0.4960, -0.9306], [-1.8316, 0.0537, -1.8960], [-1.6349, 1.0036, -3.0710], [-0.5828, -1.1727, 0.6698], [0.0307, 1.9717, -0.1860], [1.1247, -0.6176, 4.0872], [1.3777, -0.5450, 2.5748], [2.5458, 0.4163, 2.2999], [0.1939, 0.1001, 1.8306], [1.6855, -1.9672, 2.0929], [2.9501, -2.3445, 1.6632], [3.2217, -3.6581, 1.2864], [2.2251, -4.6140, 1.3324], [0.9516, -4.2482, 1.7579], [0.6860, -2.9427, 2.1285], [0.9877, 0.3850, 4.5005], [1.9665, -1.0911, 4.5973], [0.2289, -1.2020, 4.2998], [2.2975, 1.4154, 2.6625], [2.7385, 0.4893, 1.2325], [3.4465, 0.0794, 2.8224], [-0.5901, 0.3694, 2.5529], [3.7454, -1.6159, 1.6029], [4.2168, -3.9225, 0.9466], [2.4298, -5.6344, 1.0312], [0.1546, -4.9811, 1.7796], [-0.3142, -2.6700, 2.4270], [4.7006, 1.4399, -1.5586], [3.5376, 0.5832, -1.5038], [3.5282, -0.7959, -1.4943], [2.2268, -1.1566, -1.3430], [1.4418, -0.0362, -1.2632], [2.2650, 0.9904, -1.3476], [5.5421, 0.8741, -1.9528], [4.9596, 1.8135, -0.5671], [4.5095, 2.2855, -2.2169], [4.4307, -1.3703, -1.6056], [1.7974, -2.1417, -1.2864], [1.9458, 2.0182, -1.3022]],
  "mulliken_charge": [0.92, -0.61, 0.54, -0.66, -0.74, -0.77, -1.95, 1.90, -1.67, -0.52, 0.19, 0.03, -0.84, -0.34, -0.98, -0.31, 0.50, 0.39, 0.42, 0.45, 0.10, 0.43, 0.31, 0.29, 0.37, 0.39, 0.37, 0.43, -0.89, 0.31, -0.20, -0.67, -0.13, -0.43, 0.32, 0.30, 0.34, 0.46, 0.45, 0.49],
  "lumo_ev": 2.512,
  "charge": -1,
  "gap_ev": 5.919
}

2.
{
  "formula": "C14H18ClErMg",
  "method": "ωB97M-V with the def2-TZVPD basis set",
  "symbols": ["Er", "Cl", "C", "C", "H", "H", "H", "H", "H", "H", "Mg", "C", "C", "H", "H", "H", "H", "H", "C", "C", "C", "C", "C", "C", "C", "C", "C", "C", "H", "H", "H", "H", "H", "H", "H"],
  "xyz": [[0.1655, -0.7010, -3.6052], [0.9001, -2.3244, -1.8427], [2.0411, 0.6238, -3.8857], [-1.1342, -1.8924, -5.1091], [2.0985, 1.0594, -4.8911], [2.1073, 1.4416, -3.1523], [2.9191, -0.0233, -3.7386], [-1.1179, -1.4659, -6.1196], [-2.1833, -1.9537, -4.7820], [-0.7418, -2.9186, -5.1575], [-0.9751, -0.5565, -0.5298], [-2.3432, -1.8049, 0.4545], [-1.3670, 0.5495, -2.3209], [-3.3344, -1.4542, 0.1363], [-2.1961, -2.8579, 0.1949], [-2.2062, -1.6468, 1.5324], [-2.4643, 0.5129, -2.4407], [-1.1884, 1.6150, -2.0964], [1.7699, -0.5289, 4.4763], [1.6371, -1.4259, 3.3922], [1.0629, -1.0065, 2.1979], [0.5671, 0.3248, 2.0600], [-0.1083, 0.7890, 0.9333], [-0.5907, 2.0539, 0.7959], [-0.4537, 2.9632, 1.8911], [0.1750, 2.5593, 3.0521], [0.6992, 1.2462, 3.1802], [1.3084, 0.7820, 4.3639], [2.2358, -0.8706, 5.4000], [1.9932, -2.4549, 3.4904], [0.9756, -1.6935, 1.3429], [-1.0829, 2.3807, -0.1198], [-0.8568, 3.9662, 1.7951], [0.2817, 3.2376, 3.9006], [1.4067, 1.4743, 5.2014]],
  "mulliken_charge": [0.12, -0.66, -1.14, -1.12, 0.24, 0.18, 0.21, 0.23, 0.18, 0.20, 1.35, -1.18, -1.07, 0.21, 0.27, 0.23, 0.24, 0.10, -0.43, -0.59, -0.31, 0.68, -0.52, -0.25, -0.50, -0.92, 1.04, -0.68, 0.33, 0.35, 0.22, 0.15, 0.35, 0.23, 0.27],
  "lumo_ev": [5.043, 5.043],
  "charge": -2,
  "gap_ev": [4.853, 4.863],
  "multiplicity": 4
}

3.
{
  "formula": "C14H18ClNO2S",
  "method": "ωB97M-V with the def2-TZVPD basis set",
  "symbols": ["C", "C", "S", "C", "C", "C", "C", "Cl", "C", "C", "C", "O", "N", "C", "C", "C", "C", "C", "O", "H", "H", "H", "H", "H", "H", "H", "H", "H", "H", "H", "H", "H", "H", "H", "H", "H", "H"],
  "xyz": [[4.5589, 0.0474, 0.7305], [3.0929, -0.3306, 0.6396], [2.9738, -1.9900, -0.1752], [1.2140, -2.2485, -0.1383], [0.5193, -2.2854, 1.0650], [-0.8492, -2.4778, 1.0716], [-1.5166, -2.6549, -0.1307], [-3.2265, -2.9084, -0.1254], [-0.8303, -2.6411, -1.3352], [0.5368, -2.4346, -1.3356], [2.3162, 0.6366, -0.2462], [2.8245, 1.2535, -1.1562], [1.0057, 0.7246, 0.0647], [0.0558, 1.4773, -0.7184], [-1.0314, 2.0219, 0.2142], [-2.1488, 2.7559, -0.5527], [-3.4288, 2.0688, -0.0699], [-2.9033, 0.6931, 0.3336], [-1.6414, 0.9446, 0.9179], [4.6642, 0.9719, 1.2943], [4.9519, 0.2065, -0.2708], [5.1290, -0.7384, 1.2200], [2.6376, -0.4186, 1.6281], [1.0486, -2.1737, 1.9997], [-1.3940, -2.4980, 2.0020], [-1.3619, -2.7859, -2.2628], [1.0868, -2.4134, -2.2634], [0.5937, 0.1678, 0.7990], [0.5903, 2.2843, -1.2232], [-0.4038, 0.8260, -1.4740], [-0.5606, 2.6594, 0.9717], [-2.1468, 3.8230, -0.3447], [-2.0167, 2.6118, -1.6252], [-4.1973, 2.0139, -0.8365], [-3.8310, 2.5810, 0.8042], [-3.5158, 0.1833, 1.0772], [-2.7958, 0.0467, -0.5486]],
  "mulliken_charge": [-1.59, 0.44, -0.15, 0.25, -0.60, -0.43, 0.31, -0.19, -0.63, -0.41, 0.31, -0.67, 0.03, -1.03, 0.30, -0.81, -0.57, -0.28, -0.43, 0.39, 0.33, 0.44, 0.32, 0.43, 0.43, 0.44, 0.44, 0.26, 0.36, 0.20, 0.37, 0.38, 0.32, 0.34, 0.27, 0.32, 0.13],
  "lumo_ev": 0.631,
  "gap_ev": 9.194
}

4.
{
  "formula": "C14H18F3N8O3S2",
  "method": "ωB97M-V with the def2-TZVPD basis set",
  "symbols": ["N", "N", "N", "C", "N", "C", "C", "C", "S", "C", "S", "N", "C", "C", "N", "C", "N", "C", "N", "C", "O", "H", "H", "H", "H", "H", "H", "H", "H", "H", "H", "H", "H", "H", "C", "C", "O", "C", "O", "C", "F", "F", "F", "H", "H", "H", "H", "H"],
  "xyz": [[-6.1028, -1.7248, -1.5428], [-4.8771, -2.0560, -2.1081], [-4.0450, -3.0984, -1.6395], [-2.8296, -3.0152, -2.5455], [-1.6505, -3.7690, -2.5395], [-1.4264, -4.8654, -1.5025], [-0.4659, -4.3657, -0.2318], [-0.4022, -2.7340, -0.0777], [0.1800, -2.1614, 1.6416], [0.3026, -0.2946, 1.4633], [1.3827, 0.5178, 2.5484], [-0.4533, 0.5636, 0.4732], [-1.9455, 0.7808, 0.2500], [-2.2647, 1.8801, -0.9677], [-0.8681, 2.2907, -1.4204], [0.1492, 1.5011, -0.5748], [-2.8934, -1.9320, -3.6087], [-4.2493, -1.3241, -3.2738], [-4.6944, -0.1370, -4.0995], [-5.9886, -0.2845, -4.5567], [-7.3297, -0.1135, -4.7209], [-6.0880, -2.1776, -0.5851], [-6.0221, -0.6822, -1.3448], [-4.1982, -3.7772, -0.8619], [-0.8633, -3.5737, -3.2277], [-2.4743, -5.2441, -1.1259], [-0.9116, -5.7685, -2.0739], [0.6147, -4.8413, -0.4078], [-0.9012, -4.8947, 0.7456], [-1.4623, -2.2089, -0.2361], [0.3546, -2.2202, -0.8375], [-2.7259, 0.1995, 0.9358], [-3.3174, 2.2210, -1.3482], [1.2698, 1.7325, -0.8247], [6.4923, 4.5904, 1.1373], [6.8219, 4.5194, 2.6166], [5.6208, 4.4863, 3.4030], [5.0001, 3.2674, 3.5065], [5.4141, 2.2425, 2.9701], [3.7686, 3.3640, 4.4046], [2.9913, 4.4481, 4.1185], [4.1021, 3.4736, 5.7228], [2.9512, 2.2776, 4.3080], [5.8335, 5.4401, 0.9300], [7.4038, 4.6945, 0.5417], [5.9644, 3.6911, 0.8053], [7.3699, 5.4201, 2.9124], [7.4634, 3.6616, 2.8488]],
  "mulliken_charge": [-0.86, 0.63, -0.17, 0.24, -0.06, -0.63, -0.43, -0.29, -0.03, -0.08, 0.01, 0.25, -0.17, -0.34, -0.45, -0.17, -0.49, 0.36, -0.32, 0.69, -0.35, 0.32, 0.30, 0.27, 0.31, 0.21, 0.35, 0.32, 0.32, 0.05, 0.32, 0.33, 0.29, 0.32, -1.08, -0.19, -0.31, 0.38, -0.52, 0.83, -0.25, -0.24, -0.23, 0.30, 0.36, 0.30, 0.31, 0.31],
  "lumo_ev": -4.603,
  "charge": 1,
  "gap_ev": 6.092
}

Computed values of largest force on an atom (unit: eV/Å) for the preceding records, in sequence: 4.85; 2.83; 0.61; 12.24.